20
Properties=species:S:1:pos:R:3:forces:R:3 method="wB97M-V/def2-TZVPD" molar_mass_g_mol=196.1 total_charge=+1 e_tot_ev=-36429.6848
C -1.8506 0.1024 0.9819 -0.8 0.7 -2.6
C 0.2793 -1.0486 0.4795 1.4 0.2 -1.7
C 2.1596 0.2914 -0.1086 0.8 -0.3 0.6
C 0.8086 0.0565 -0.6549 -0.1 0.0 1.6
C -0.0414 1.3056 -0.6298 3.4 1.4 0.2
C 0.8207 -0.6759 -1.9595 -0.4 1.9 -1.7
N -0.8153 -0.7225 1.1657 -0.9 -1.9 5.3
N -2.8219 0.0804 1.8313 -2.8 1.7 2.6
O 0.9075 -2.0561 0.5799 -0.2 -0.2 0.5
Cl 2.5517 1.5736 0.9606 -0.5 -1.3 -1.1
Cl 3.3804 -0.8456 -0.4097 -0.8 1.2 0.4
H -0.2921 1.6514 0.3393 0.2 0.3 1.0
H -0.9469 1.2946 -1.0923 -2.2 -0.7 -1.7
H 0.6161 2.0582 -1.0868 -0.5 0.2 -0.1
H 1.2783 0.0089 -2.7074 -1.0 0.3 0.1
H -0.2196 -0.9319 -2.2353 0.9 -0.2 -0.1
H 1.5786 -1.3868 -2.0543 0.3 -2.2 0.5
H -0.8686 -1.2969 2.1000 0.4 0.6 -2.0
H -3.6841 0.7183 1.6049 2.5 -1.6 0.6
H -2.8402 -0.1769 2.8954 0.4 -0.1 -2.4

82
Properties=species:S:1:pos:R:3:forces:R:3 method="wB97M-V/def2-TZVPD" molar_mass_g_mol=1104.8 spin_multiplicity=2 total_charge=+1 e_tot_ev=-236240.2387
Pb 0.7276 -1.4549 0.2639 -0.6 0.3 -0.3
O -2.8323 -3.3582 -0.2035 0.0 0.1 0.1
C -2.3068 -2.3284 -0.5660 0.0 -0.1 -0.5
O -1.8644 -1.3281 0.0616 0.0 0.0 0.3
C -2.1176 -2.2490 -2.1912 0.0 0.1 0.3
C -1.6086 -0.8509 -2.5576 -0.1 -0.1 -0.1
C -1.6679 -0.6394 -4.0735 0.1 0.0 0.0
C -0.4926 -1.5223 -4.5527 -0.1 0.0 0.0
C 0.0178 -2.0869 -3.2222 0.0 0.0 0.0
O -0.1970 -0.9945 -2.3061 0.0 0.0 0.0
C -1.0036 -3.1191 -2.7195 -0.2 -0.1 -0.2
C -0.2934 -4.0402 -1.5460 0.3 0.3 0.2
O -0.8294 -5.1160 -1.4384 -0.1 0.0 -0.1
O 0.6742 -3.4887 -0.9744 -0.1 -0.4 -0.1
H -3.0908 -2.5206 -2.5919 0.0 0.0 0.0
H -2.0226 -0.0575 -1.9480 0.0 0.0 0.0
H -2.6309 -0.9338 -4.4904 0.0 0.0 0.0
H -1.4950 0.4109 -4.3103 0.0 0.0 0.0
H -0.7936 -2.3075 -5.2441 0.0 0.0 0.0
H 0.2900 -0.9287 -5.0216 0.0 0.0 0.0
H 1.0561 -2.3986 -3.2018 0.0 0.0 0.0
H -1.3277 -3.8447 -3.4584 0.1 0.0 0.0
O 0.5118 3.7801 1.9477 0.1 0.0 -0.1
C -0.5250 3.5262 2.7793 0.0 0.0 0.1
C -1.1585 4.6392 3.3306 0.0 0.0 0.0
C -2.2342 4.4829 4.1807 0.0 0.0 0.0
C -2.7092 3.2136 4.5073 0.0 0.0 0.0
C -2.0946 2.1098 3.9553 0.0 0.0 0.0
C -1.0045 2.2480 3.0932 0.0 0.0 -0.1
C -0.3890 1.0238 2.5021 0.1 0.2 0.2
O -0.1811 1.1908 1.0232 -0.1 -0.3 -0.2
N 0.9211 0.8143 2.9786 0.0 0.1 -0.1
N 1.5481 -0.3541 2.6634 0.0 -0.1 0.0
C 2.5320 -0.7293 3.3737 0.1 0.0 0.0
C 3.3114 -1.9388 3.1179 -0.1 0.1 -0.2
Br 3.1401 -2.7782 1.4078 0.3 -0.1 0.3
C 4.1038 -2.4708 4.0449 0.2 0.0 0.1
C 4.9502 -3.6733 3.9343 -0.1 0.1 0.0
C 4.7996 -4.7008 4.8621 0.0 0.0 0.0
C 5.5736 -5.8459 4.7618 0.0 0.0 0.0
C 6.5192 -5.9592 3.7520 0.0 0.0 0.0
C 6.6937 -4.9237 2.8442 0.0 0.0 0.0
C 5.9089 -3.7847 2.9300 0.0 0.0 0.0
H 0.9972 2.9882 1.6644 0.0 0.0 0.0
H -0.7765 5.6182 3.0728 0.0 0.0 0.0
H -2.7114 5.3603 4.5966 0.0 0.0 0.0
H -3.5466 3.0944 5.1799 0.0 0.0 0.0
H -2.4518 1.1132 4.1936 0.0 0.0 0.0
H -1.0204 0.1390 2.6186 0.0 0.0 0.0
H 1.2560 1.3805 3.7459 0.0 0.0 0.0
H 2.8495 -0.1480 4.2424 0.0 0.0 0.0
H 4.1130 -1.9522 5.0014 0.0 0.0 0.0
H 4.0664 -4.6090 5.6543 0.0 0.0 0.0
H 5.4435 -6.6464 5.4778 0.0 0.0 0.0
H 7.1247 -6.8526 3.6768 0.0 0.0 0.0
H 7.4459 -4.9993 2.0703 0.0 0.0 0.0
H 6.0529 -2.9721 2.2286 0.0 0.0 0.0
Cl 2.0365 1.4801 -2.9559 -0.1 0.0 0.0
Ge 2.6126 0.3350 -1.1561 0.1 0.2 0.1
Cl 4.6659 -0.2369 -1.5913 0.0 -0.1 0.0
Cl 2.9849 2.0597 0.2547 -0.1 -0.1 0.0
S -4.5231 3.1306 -2.3793 0.1 0.0 0.0
C -3.1934 2.5504 -1.4006 -0.1 0.1 0.0
C -1.8456 2.8136 -1.6536 0.1 0.0 -0.1
C -0.8905 2.3491 -0.7907 0.0 0.1 -0.1
N -1.2521 1.6257 0.2813 0.2 0.2 0.0
C -2.5285 1.3247 0.5597 -0.1 -0.1 -0.1
C -3.5155 1.7933 -0.2695 0.0 0.0 0.1
C -3.7205 3.4334 -3.9418 0.0 0.0 0.0
C -3.8165 2.4685 -4.9330 0.1 0.0 0.0
C -3.1886 2.7188 -6.1462 0.1 0.0 0.0
N -2.4929 3.8241 -6.3984 -0.1 0.0 0.1
C -2.4329 4.7501 -5.4450 0.0 0.0 0.0
C -3.0403 4.6125 -4.2031 -0.1 0.1 0.0
H -1.5203 3.3768 -2.5160 0.0 0.0 0.0
H 0.1690 2.5310 -0.9130 0.0 0.0 0.0
H -2.7317 0.6877 1.4023 0.0 0.0 0.0
H -4.5419 1.5362 -0.0480 0.0 0.0 0.0
H -4.3669 1.5520 -4.7681 0.0 0.0 0.0
H -3.2443 1.9929 -6.9493 0.0 0.0 0.0
H -1.8749 5.6483 -5.6820 0.0 0.0 0.0
H -3.0001 5.4154 -3.4786 0.0 0.0 0.0

24
Properties=species:S:1:pos:R:3:forces:R:3 method="wB97M-V/def2-TZVPD" molar_mass_g_mol=150.2 total_charge=+1 e_tot_ev=-22842.6279
C 0.0019 -0.8166 -0.7440 -0.6 0.6 1.6
C -0.6706 -1.9334 -0.0003 1.3 -2.2 -0.3
S 0.2819 -2.8604 1.3334 0.3 0.6 0.1
N 0.7770 -0.0653 0.3274 0.8 -1.2 -0.8
H -0.8684 -0.2308 -1.0830 1.0 0.1 -0.3
H 0.6617 -1.1190 -1.5584 0.0 0.1 0.3
H -0.7449 -2.7611 -0.6931 -1.1 0.1 -0.3
H -1.6068 -1.5835 0.4245 0.0 -0.5 0.2
H 1.4795 -3.1453 0.7208 -0.9 0.2 -0.1
H 1.3686 0.6470 -0.1296 -0.1 0.2 0.7
H 1.3076 -0.7852 0.8651 0.2 0.4 -0.6
H 0.1930 0.2562 1.0960 -0.3 0.8 -0.1
H 3.6621 1.8324 -1.3141 0.0 0.1 0.0
H 2.7543 2.8104 -0.5232 0.2 0.0 -0.1
O 2.9142 1.8813 -0.7120 -0.4 -0.3 0.1
H -1.1803 1.8119 -0.4112 -0.4 0.5 -0.3
H -0.2004 2.8540 -1.0815 -0.5 0.2 -0.1
O -0.2675 2.0862 -0.5130 0.5 0.0 0.4
H 0.2855 1.9619 2.4982 -0.4 0.4 0.3
H -0.6780 1.2444 3.5293 -0.1 0.4 -0.1
O 0.1986 1.2494 3.1367 0.4 -0.7 -0.5
H -3.2881 -1.6101 -1.1101 0.0 0.6 -0.4
H -3.3413 -0.9336 -2.4791 -0.1 0.1 -0.2
O -3.0396 -0.7908 -1.5788 0.0 -0.6 0.5

24
Properties=species:S:1:pos:R:3:forces:R:3 method="wB97M-V/def2-TZVPD" molar_mass_g_mol=180.0 smiles="C=C1C=[N+](C)COC2=C1OB(C)O2" total_charge=+1 e_tot_ev=-16776.4430
B 1.5608 0.5861 -2.3423 0.0 0.0 1.7
C -0.7405 -1.0375 1.5013 0.8 1.3 -1.9
C -0.2790 -1.3037 0.1250 0.1 -1.5 -1.0
C 0.5694 0.9928 -0.4150 -0.4 0.7 1.6
C -0.2780 -2.5530 -0.4852 -1.0 0.4 1.9
C -1.0669 1.3959 1.2530 1.6 1.7 -2.7
C 0.3221 -0.2798 -0.6782 -0.6 0.8 0.6
C 2.3069 0.6692 -3.6962 -4.2 -2.5 -0.1
C -1.5284 0.3328 3.3598 -0.8 -2.2 1.8
N -0.9746 0.1817 1.9691 -0.7 -2.8 2.8
O 0.1743 1.7341 0.6281 0.3 0.5 0.6
O 1.3549 1.5776 -1.2829 0.7 0.1 -2.1
O 0.8977 -0.5406 -1.8670 0.5 -1.0 -1.6
H -0.7957 -1.9265 2.1092 -0.4 0.2 0.6
H -0.0449 -2.6549 -1.5475 0.1 0.1 0.5
H -0.6012 -3.4612 0.0557 0.2 0.6 -0.3
H -1.2130 2.2837 1.9302 -0.6 -1.3 -0.7
H -1.7172 1.2200 0.3785 -0.7 0.5 0.8
H 1.9697 -0.2273 -4.3298 0.4 1.1 1.0
H 3.3096 0.6558 -3.7448 3.6 0.4 0.2
H 1.8800 1.4880 -4.1871 -0.2 1.6 -1.0
H -1.3941 -0.6669 3.9185 0.0 1.5 -1.0
H -2.6651 0.4243 3.3191 1.6 0.4 -0.2
H -1.0469 1.1094 4.0285 -0.4 -0.6 -1.4

59
Properties=species:S:1:pos:R:3:forces:R:3 method="wB97M-V/def2-TZVPD" molar_mass_g_mol=438.5 total_charge=0 e_tot_ev=-50351.1488
O -1.6684 -3.2401 3.0173 0.0 0.2 -3.8
S -1.6577 -2.7855 1.5773 -0.7 0.7 3.0
O -3.0713 -3.3685 0.8087 0.9 0.3 0.3
C -4.2122 -2.5445 1.2365 -0.1 -0.4 0.8
O -5.3101 -2.8902 0.3373 0.5 1.0 1.4
C -6.5595 -2.4643 0.9178 -0.7 0.0 0.1
O -6.5279 -1.0973 1.3753 0.3 -0.8 -1.4
C -6.3541 -0.1690 0.2738 0.5 1.8 0.5
C -6.0072 1.2575 0.9573 -0.6 -0.3 0.5
O -4.6482 1.2656 1.5060 -1.0 0.7 -0.3
O -0.4362 -3.5329 0.6840 -0.5 0.1 0.4
C 0.8604 -3.4273 1.3239 1.1 -1.9 1.5
O 1.0355 -2.2656 2.1574 0.3 0.7 -2.8
C 1.3328 -1.0922 1.3986 1.2 4.1 -1.3
C 0.9863 -0.8484 -0.0895 1.3 2.3 1.5
C 1.3233 0.5044 -0.8174 0.9 -0.5 3.8
C 2.0276 1.6591 -0.0585 -0.8 -3.6 1.9
C 2.3924 1.4140 1.4319 -1.6 -2.7 -1.2
C 2.0513 0.0726 2.1767 -0.9 0.4 -3.7
H -4.4298 -2.8868 2.3217 0.0 0.8 -1.7
H -3.9713 -1.4188 1.2030 -0.3 -1.7 0.0
H -6.8143 -3.1406 1.8098 0.4 1.2 -1.1
H -7.3929 -2.5443 0.1284 1.5 -0.2 0.9
H -5.5060 -0.4520 -0.4383 -1.1 0.1 1.0
H -7.3287 -0.0355 -0.3107 1.2 -0.3 0.7
H -6.7294 1.3782 1.8555 0.9 -0.1 -1.6
H -6.1469 2.1311 0.2166 0.1 -1.5 1.0
H -4.5470 2.0902 2.0428 -0.2 -1.1 -0.7
H 1.7274 -3.5525 0.5680 -1.9 0.6 0.7
H 0.9506 -4.3417 2.0280 -0.2 1.7 -0.9
H 0.4545 -1.6456 -0.7025 0.8 1.2 1.0
H 1.0315 0.6459 -1.9158 0.5 -0.4 2.1
H 2.2934 2.6567 -0.5606 -0.5 -1.9 0.8
H 2.9281 2.2158 2.0425 -0.8 -1.3 -1.1
H 2.3127 -0.0853 3.2743 -0.4 0.3 -1.7
C 7.9093 0.0072 1.1306 0.2 0.0 -0.1
C 6.4853 0.4795 1.2583 -0.5 0.3 0.0
O 6.1331 1.5958 0.9019 0.2 -0.2 0.1
N 5.5790 -0.3862 1.7922 0.5 0.3 -0.2
C 5.8098 -1.7335 2.2650 -0.5 0.2 0.0
H 8.5186 0.7968 0.6911 -0.2 0.0 0.1
H 8.3130 -0.2337 2.1166 0.0 -0.1 -0.1
H 7.9558 -0.8690 0.4799 0.1 0.0 0.2
H 4.6421 -0.0069 1.8493 0.0 -0.1 -0.1
H 5.1738 -2.4132 1.6931 0.1 -0.2 0.1
H 5.5289 -1.7819 3.3196 0.1 -0.3 0.0
H 6.8490 -2.0381 2.1565 -0.1 0.1 0.0
C -1.2000 2.1512 -3.9444 -0.1 -0.1 0.1
C 0.2635 2.4947 -3.8763 0.4 0.1 0.0
O 1.0743 1.7908 -3.2856 -0.2 0.4 -0.7
N 0.6748 3.6315 -4.5005 -0.2 -0.5 0.3
C -0.1298 4.5797 -5.2411 0.5 0.2 0.0
H -1.3837 1.2222 -3.4049 0.2 0.1 0.0
H -1.7917 2.9436 -3.4806 -0.1 0.0 -0.2
H -1.5036 2.0135 -4.9845 -0.1 0.1 0.1
H 1.6675 3.8019 -4.4157 -0.1 0.0 0.0
H 0.2546 4.6348 -6.2618 -0.2 0.2 0.0
H -0.0318 5.5589 -4.7674 -0.2 0.1 -0.2
H -1.1805 4.2983 -5.2683 0.2 0.0 0.1